C56H45BaN10SSi | ωB97M-V/def2-TZVPD

ORCA input file:
```
! RIJCOSX wB97M-V def2-TZVPD def2/J DEFGRID3
* xyz -1 1
Ba 0.25 -0.87 -0.05
C 2.70 -1.57 5.87
C 3.26 -2.80 5.55
C 3.25 -3.27 4.25
C 2.67 -2.47 3.27
C 2.47 -2.66 1.85
N 1.98 -1.52 1.33
C 1.65 -0.65 2.31
N 1.13 0.46 1.89
C -0.04 1.19 2.27
C -0.59 1.09 3.67
C -0.16 1.62 4.87
C -0.91 1.38 6.01
C -2.09 0.66 5.95
C -2.56 0.17 4.74
C -1.80 0.39 3.61
C -1.99 0.02 2.20
N -3.03 -0.69 1.80
C -2.99 -1.54 0.78
N -1.88 -2.08 0.24
C -2.25 -3.14 -0.55
N -1.48 -4.07 -1.10
C -0.19 -4.22 -0.86
N 0.61 -3.41 -0.11
C 1.74 -4.10 0.20
N 2.56 -3.81 1.21
C 1.75 -5.37 -0.50
C 2.65 -6.42 -0.56
C 2.32 -7.53 -1.32
C 1.10 -7.60 -2.00
C 0.20 -6.55 -1.95
C 0.52 -5.44 -1.19
C -3.69 -3.20 -0.62
C -4.59 -4.02 -1.29
C -5.94 -3.78 -1.13
C -6.41 -2.76 -0.29
C -5.53 -1.95 0.40
C -4.17 -2.18 0.24
N -1.06 0.56 1.44
C 2.09 -1.22 3.59
C 2.12 -0.77 4.90
H 2.72 -1.22 6.89
H 3.72 -3.40 6.33
H 3.69 -4.21 3.97
H 0.75 2.22 4.92
H -0.57 1.76 6.97
H -2.66 0.50 6.85
H -3.49 -0.37 4.67
H 3.59 -6.37 -0.02
H 3.00 -8.37 -1.37
H 0.87 -8.49 -2.57
H -0.74 -6.59 -2.47
H -4.22 -4.80 -1.93
H -6.66 -4.40 -1.65
H -7.47 -2.61 -0.20
H -5.87 -1.16 1.06
H 1.71 0.19 5.16
C 0.17 2.65 1.89
Si 1.04 2.92 0.21
C 2.50 1.80 -0.38
N 2.17 0.78 -1.36
C 1.93 1.40 -2.66
C 2.35 0.52 -3.83
C 3.87 0.31 -3.82
C 4.38 0.26 -2.38
C 3.25 -0.21 -1.46
C -0.22 3.28 -1.16
C 0.10 4.14 -2.21
C -0.84 4.51 -3.15
C -2.13 4.02 -3.07
C -2.47 3.16 -2.04
C -1.52 2.80 -1.09
C 1.83 4.62 0.58
C 1.07 5.78 0.45
C 1.56 7.01 0.86
C 2.82 7.09 1.42
C 3.59 5.95 1.57
C 3.09 4.73 1.16
H -0.79 3.17 1.90
H 0.80 3.11 2.66
H 2.90 1.31 0.51
H 3.30 2.46 -0.76
H 2.48 2.35 -2.74
H 0.87 1.63 -2.75
H 2.04 1.01 -4.76
H 1.82 -0.43 -3.78
H 4.36 1.11 -4.37
H 4.10 -0.63 -4.33
H 4.69 1.26 -2.06
H 5.24 -0.40 -2.29
H 3.63 -0.42 -0.46
H 2.85 -1.15 -1.85
H 1.10 4.54 -2.27
H -0.57 5.19 -3.95
H -2.88 4.32 -3.79
H -3.48 2.79 -1.96
H -1.80 2.14 -0.29
H 0.08 5.71 0.04
H 0.95 7.89 0.76
H 3.20 8.05 1.76
H 4.57 6.01 2.03
H 3.68 3.83 1.30
S -0.83 -0.32 -3.77
C -2.37 0.30 -3.81
N -3.26 -0.05 -2.82
C -4.53 0.39 -2.79
C -5.00 1.23 -3.76
C -4.13 1.63 -4.80
C -2.84 1.16 -4.82
H -2.91 -0.67 -2.09
H -5.14 0.05 -1.97
H -6.02 1.59 -3.74
H -4.49 2.30 -5.57
H -2.15 1.44 -5.60
*
```

Values from the calculation:
Strongest force on any atom ... 0.0996 Eh/bohr
Gap between HOMO and LUMO ... 4.5 eV